--- i ---
ORCA calculation (wB97M-V/def2-TZVPD) on 2 unconnected molecules or ions with the total composition C4H14N4.

Summary:
Structure (SMILES): NC=C(N)N.CNC
Total charge: 0
Orbital gap in Eh: 0.287

Last column: Löwdin charge in e.
CARTESIAN COORDINATES (ANGSTROEM)
C (-1.561, -1.574, 1.171)  -0.181
C (-2.409, 0.235, -0.140)  -0.182
N (-1.227, -0.384, 0.419)  -0.230
H (-0.314, -0.453, -0.300)  0.123
H (-2.199, -1.342, 2.038)  0.074
H (-0.647, -2.036, 1.563)  0.061
H (-2.089, -2.327, 0.568)  0.067
H (-2.988, -0.444, -0.783)  0.067
H (-2.132, 1.114, -0.731)  0.067
H (-3.093, 0.586, 0.649)  0.071
C (1.649, 0.676, 0.135)  -0.514
N (1.457, 1.999, -0.101)  0.130
N (1.784, 0.260, 1.425)  0.104
N (1.550, 0.179, -2.242)  -0.011
C (1.476, -0.233, -0.902)  -0.263
H (1.022, 2.170, -1.003)  0.090
H (1.016, 2.499, 0.659)  0.097
H (1.714, -0.745, 1.535)  0.090
H (1.129, 0.717, 2.051)  0.093
H (2.221, 0.927, -2.400)  0.070
H (1.768, -0.588, -2.871)  0.072
H (1.873, -1.236, -0.743)  0.107



--- ii ---
ORCA calculation (wB97M-V/def2-TZVPD) on a molecular structure, C4H14N4.

Summary:
Total charge: 0
Orbital gap in Eh: 0.253

Last column: Löwdin charge in e.
CARTESIAN COORDINATES (ANGSTROEM)
C (1.743, -0.208, -0.163)  -0.443
C (3.052, -0.607, -0.820)  -0.135
C (1.659, 1.086, 0.525)  -0.245
H (1.373, -1.023, 0.461)  0.086
H (0.879, -0.348, -1.058)  0.091
H (3.333, 0.148, -1.559)  0.068
H (2.954, -1.551, -1.358)  0.068
H (3.857, -0.587, -0.084)  0.072
H (1.284, 2.019, 0.948)  0.046
H (0.633, 0.758, 1.356)  0.144
H (2.444, 1.718, 0.091)  0.053
N (-1.605, 0.150, -0.594)  -0.045
C (-1.876, 0.212, 0.734)  -0.535
N (-2.366, -0.750, -1.377)  0.014
N (-3.089, -0.285, 1.128)  0.138
N (-0.964, 0.664, 1.544)  0.082
H (-0.532, 0.226, -0.849)  0.123
H (-2.388, -0.387, -2.325)  0.086
H (-1.891, -1.650, -1.445)  0.089
H (-3.497, 0.062, 1.979)  0.098
H (-3.729, -0.508, 0.380)  0.080
H (-1.276, 0.861, 2.485)  0.066



--- iii ---
ORCA calculation (wB97M-V/def2-TZVPD) on 2 unconnected molecules or ions with the total composition C4H14N4.

Summary:
Structure (SMILES): C/N=C\N.NCCN
Total charge: 0
Orbital gap in Eh: 0.360

Last column: Löwdin charge in e.
CARTESIAN COORDINATES (ANGSTROEM)
N (1.989, 2.430, -0.388)  -0.002
C (0.979, 2.683, 0.663)  -0.298
C (0.247, 1.409, 1.078)  -0.339
N (-0.843, 1.698, 1.998)  -0.008
H (2.840, 2.068, 0.014)  0.059
H (2.153, 3.300, -0.845)  0.046
H (0.163, 3.309, 0.301)  0.107
H (1.360, 3.133, 1.590)  0.104
H (-0.168, 0.987, 0.138)  0.095
H (1.002, 0.717, 1.491)  0.106
H (-1.504, 0.903, 2.012)  0.079
H (-0.509, 1.844, 2.933)  0.055
C (-1.826, -3.145, -0.605)  -0.167
N (0.345, -1.727, -1.996)  0.080
C (-0.023, -1.565, -0.682)  -0.294
N (-1.013, -2.106, -0.036)  -0.044
H (-2.838, -2.763, -0.730)  0.075
H (-1.840, -3.962, 0.090)  0.059
H (-1.454, -3.626, -1.525)  0.060
H (0.044, -2.520, -2.538)  0.071
H (0.590, -0.933, -2.554)  0.082
H (0.547, -0.808, -0.144)  0.074



Which of them is the least stable? Correct choice: ii.



--- i ---
ORCA calculation (wB97M-V/def2-TZVPD) on a single C5H7OP molecule.

Summary:
Total charge: 0
Orbital gap (spin up / spin down) in Eh: 0.259 / 0.257

Last column: Löwdin charge in e.
CARTESIAN COORDINATES (ANGSTROEM)
C (0.528, 1.637, 0.016)  -0.121
C (1.036, 0.367, 0.059)  -0.166
C (-0.920, 1.722, -0.069)  -0.233
C (0.128, -0.683, -0.055)  -0.394
C (0.597, -2.134, 0.132)  -0.103
O (-2.632, -0.557, -0.420)  -0.469
P (-1.481, -0.126, 0.422)  0.840
H (0.924, 2.652, 0.139)  0.117
H (2.090, 0.107, 0.126)  0.114
H (-1.345, 1.808, -1.040)  0.092
H (-1.338, 2.523, 0.386)  0.039
H (1.238, -1.980, 1.057)  0.097
H (1.363, -2.413, -0.690)  0.097
H (-0.189, -2.924, -0.063)  0.091



--- ii ---
ORCA calculation (wB97M-V/def2-TZVPD) on a single C5H7OP molecule.

Summary:
Structure (SMILES): C=CC1(P=O)CC1
Total charge: 0
Orbital gap in Eh: 0.323

Last column: Löwdin charge in e.
CARTESIAN COORDINATES (ANGSTROEM)
C (-0.105, 2.204, 0.105)  -0.011
C (0.055, 1.019, -0.516)  -0.157
C (0.054, -1.304, 0.741)  -0.123
C (0.432, -1.557, -0.671)  -0.162
C (0.847, -0.250, -0.066)  -0.619
O (3.248, 1.066, -0.529)  -0.475
P (2.632, -0.099, 0.159)  0.916
H (0.575, 2.659, 0.828)  0.055
H (-0.893, -0.925, 0.969)  0.079
H (0.538, -1.992, 1.546)  0.136
H (1.171, -2.291, -0.673)  0.070
H (-0.349, -1.467, -1.391)  0.105
H (-0.665, 0.872, -1.371)  0.110
H (-0.593, 3.029, -0.507)  0.075



Which of them is the least stable? Correct choice: ii.



--- i ---
ORCA calculation (wB97M-V/def2-TZVPD) on 2 unconnected molecules or ions with the total composition C4H12.

Summary:
Total charge: +1
Multiplicity: 2
Orbital gap (spin up / spin down) in Eh: 0.504 / 0.146

Last column: Löwdin spin population.
CARTESIAN COORDINATES (ANGSTROEM)
C (0.343, 1.705, -0.412)  0.205
C (0.560, 2.646, -1.569)  0.183
H (1.251, 1.559, 0.216)  0.026
H (-0.379, 2.055, 0.322)  0.000
H (0.197, 0.673, -0.853)  0.103
H (0.945, 3.604, -1.071)  0.105
H (-0.320, 2.967, -2.117)  0.015
H (1.492, 2.316, -2.017)  0.004
C (-1.266, -2.534, 1.074)  0.068
C (0.129, -1.903, 0.773)  0.149
H (-1.013, -3.598, 0.950)  0.036
H (-1.492, -2.216, 2.082)  0.000
H (-2.012, -2.230, 0.348)  0.011
H (0.727, -2.076, 1.671)  0.017
H (0.699, -2.188, -0.100)  0.005
H (0.139, -0.781, 0.703)  0.073



--- ii ---
ORCA calculation (wB97M-V/def2-TZVPD) on 2 unconnected molecules or ions with the total composition C4H12.

Summary:
Total charge: +1
Multiplicity: 2
Orbital gap (spin up / spin down) in Eh: 0.407 / 0.115

Last column: Löwdin spin population.
CARTESIAN COORDINATES (ANGSTROEM)
C (0.461, 1.515, 2.692)  0.290
C (-0.245, 0.945, 1.554)  0.258
H (1.521, 1.278, 2.762)  0.011
H (0.180, 2.541, 2.991)  0.045
H (-0.051, 0.936, 3.591)  0.185
H (-1.284, 1.252, 1.445)  0.003
H (-0.181, -0.172, 1.588)  0.076
H (0.277, 1.174, 0.573)  0.128
C (0.467, -1.678, -1.901)  0.000
C (-0.633, -0.690, -2.362)  0.002
H (1.079, -1.242, -1.114)  0.000
H (-0.011, -2.622, -1.676)  0.000
H (1.144, -1.865, -2.735)  0.000
H (-0.240, 0.317, -2.500)  0.000
H (-1.428, -0.635, -1.614)  0.000
H (-1.056, -1.055, -3.294)  0.000



--- iii ---
ORCA calculation (wB97M-V/def2-TZVPD) on 2 unconnected molecules or ions with the total composition C4H12.

Summary:
Total charge: +1
Multiplicity: 2
Orbital gap (spin up / spin down) in Eh: 0.411 / 0.111

Last column: Löwdin spin population.
CARTESIAN COORDINATES (ANGSTROEM)
C (-2.122, -0.163, 1.168)  0.003
C (-1.884, -1.283, 0.109)  0.028
H (-1.262, 0.356, 1.354)  0.001
H (-2.865, 0.430, 0.491)  0.000
H (-2.458, -0.481, 2.090)  0.002
H (-1.413, -0.875, -0.705)  0.011
H (-1.220, -2.036, 0.600)  0.000
H (-2.781, -1.669, -0.280)  0.006
C (2.749, 0.550, -0.536)  0.278
C (1.265, 0.916, -0.714)  0.290
H (3.068, -0.405, -0.729)  0.074
H (3.322, 1.014, -1.400)  0.102
H (3.055, 0.863, 0.498)  0.015
H (0.957, 1.019, -1.768)  0.010
H (0.682, 0.068, -0.410)  0.141
H (0.869, 1.598, 0.102)  0.039



Which of them is the least stable? Correct choice: iii.



--- i ---
ORCA calculation (wB97M-V/def2-TZVPD) on a molecular structure, C3H9NP2.

Summary:
Total charge: 0
Orbital gap in Eh: 0.309

Last column: Löwdin charge in e.
CARTESIAN COORDINATES (ANGSTROEM)
C (-2.232, 0.534, 0.650)  -0.156
C (2.647, 0.716, 0.422)  -0.303
C (0.038, -1.434, -0.316)  -0.377
N (0.058, 0.978, -0.162)  -0.434
P (-1.099, -0.150, -0.632)  0.722
P (1.372, 0.087, -0.439)  0.541
H (-3.137, 0.658, 0.221)  0.003
H (-2.067, 0.230, 1.610)  0.034
H (2.336, 0.831, 1.420)  -0.058
H (3.629, 0.083, 0.274)  0.022
H (0.170, -1.444, 0.817)  0.072
H (-0.164, -2.333, -0.798)  -0.008
H (-1.537, 1.245, 0.517)  -0.065
H (-1.804, -0.096, -1.907)  0.041
H (1.790, 0.096, -1.676)  -0.033



--- ii ---
ORCA calculation (wB97M-V/def2-TZVPD) on a single C3H9NP2 molecule.

Summary:
Structure (SMILES): C=P[C@@H](C)NP
Total charge: 0
Orbital gap in Eh: 0.322

Last column: Löwdin charge in e.
CARTESIAN COORDINATES (ANGSTROEM)
C (-1.058, 1.869, 0.811)  -0.353
C (-0.909, -1.752, -1.009)  -0.102
C (-0.173, -0.429, -0.309)  -0.684
N (1.248, -0.345, -0.476)  -0.437
P (-1.049, 1.166, -0.775)  0.879
P (2.242, 0.707, 0.330)  0.744
H (-1.429, 2.832, 1.010)  -0.042
H (-0.506, 1.400, 1.638)  -0.017
H (-0.207, -2.316, -1.670)  0.060
H (-1.799, -1.480, -1.587)  0.030
H (-1.213, -2.425, -0.124)  0.080
H (-0.442, -0.361, 0.947)  0.115
H (1.868, -1.016, -0.826)  0.021
H (2.039, 0.371, 1.645)  -0.136
H (1.388, 1.779, 0.395)  -0.157



--- iii ---
ORCA calculation (wB97M-V/def2-TZVPD) on a single C3H9NP2 molecule.

Summary:
Structure (SMILES): C[C@H]1NPCP1
Total charge: 0
Orbital gap in Eh: 0.340

Last column: Löwdin charge in e.
CARTESIAN COORDINATES (ANGSTROEM)
C (1.604, -0.974, -0.258)  -0.597
C (-0.427, 0.767, 0.410)  -0.720
C (-1.231, 0.965, -0.942)  -0.107
N (-0.600, -0.393, 1.203)  -0.379
P (1.400, 0.862, 0.065)  0.845
P (-0.034, -1.789, 0.427)  0.788
H (1.854, -1.189, -1.385)  0.060
H (2.421, -1.423, 0.216)  -0.032
H (-0.460, 1.689, 1.032)  0.090
H (-0.429, 1.280, -1.685)  0.064
H (-2.027, 1.706, -0.684)  0.080
H (-1.590, 0.034, -1.192)  -0.008
H (-1.114, -0.415, 2.085)  0.084
H (1.490, 0.775, 1.450)  -0.071
H (-0.858, -1.895, -0.743)  -0.096



Which of them is the least stable? Correct choice: i.